No. 1
# C6H10O

A cluster of 2 separate species, C6H10O in total (the ωB97M-V functional and the def2-TZVPD basis, the Open Molecules 2025 dataset).

The geometry in XYZ format:
```
17
Properties=species:S:1:pos:R:3:nbo_charge:R:1
C -2.077 -0.233 1.504 -0.781
C -0.891 0.375 2.149 -0.023
O 0.504 -0.636 0.415 -0.517
C 1.649 -0.574 -0.433 0.045
C 1.122 -0.430 -1.862 -0.418
C 0.395 0.877 -1.411 -0.419
C 0.968 0.652 -0.014 0.052
H -2.395 0.252 0.576 0.210
H -2.100 -1.320 1.371 0.210
H -2.860 0.004 2.252 0.267
H -0.503 -0.403 2.842 0.091
H 2.540 -1.068 -0.066 0.202
H 0.488 -1.261 -2.189 0.213
H 1.912 -0.224 -2.591 0.212
H 0.786 1.777 -1.900 0.214
H -0.698 0.863 -1.435 0.213
H 1.158 1.350 0.790 0.230
```

* molecular weight: 98.14 g mol⁻¹
* lowest unoccupied orbital energy: 0.57 eV
* ΔE to the lowest compared entry with this formula, charge and spin: 567.6 kJ/mol

---

No. 2
# C6H10O

The molecule C6H10O (the ωB97M-V functional and the def2-TZVPD basis, the Open Molecules 2025 dataset).

The geometry in XYZ format:
```
17
Properties=species:S:1:pos:R:3:nbo_charge:R:1
C -1.290 -1.665 -0.888 -0.249
O -1.218 -0.280 -0.634 -0.527
C 0.004 0.247 -1.041 0.074
C 1.260 0.013 -0.263 -0.256
C 0.944 -0.077 1.231 -0.399
C 0.294 1.331 1.172 -0.394
C 0.600 1.401 -0.324 -0.227
H -1.318 -1.882 -1.969 0.165
H -2.211 -2.025 -0.425 0.193
H -0.428 -2.195 -0.451 0.170
H 0.144 0.259 -2.126 0.187
H 2.173 -0.338 -0.736 0.216
H 1.844 -0.096 1.851 0.210
H 0.287 -0.902 1.529 0.202
H 0.863 2.069 1.744 0.208
H -0.764 1.397 1.442 0.211
H 0.923 2.293 -0.853 0.216
```

* molecular weight: 98.14 g mol⁻¹
* lowest unoccupied orbital energy: 1.13 eV
* ΔE to the lowest compared entry with this formula, charge and spin: 172.0 kJ/mol

---

No. 3
# C6H10O

The molecule C6H10O in a non-equilibrium geometry (the ωB97M-V functional and the def2-TZVPD basis, the Open Molecules 2025 dataset).

The geometry in XYZ format:
```
17
Properties=species:S:1:pos:R:3:nbo_charge:R:1
C 2.304 0.139 0.611 -0.244
O 1.041 -0.383 0.965 -0.530
C 0.341 -0.916 -0.121 0.073
C -0.459 -0.098 -1.119 -0.261
C -1.060 1.150 -0.431 -0.417
C -1.687 0.238 0.675 -0.402
C -1.142 -0.964 -0.092 -0.227
H 2.763 0.527 1.525 0.194
H 2.216 0.957 -0.119 0.165
H 2.965 -0.635 0.191 0.166
H 0.804 -1.820 -0.530 0.189
H -0.283 -0.214 -2.186 0.216
H -1.859 1.660 -0.985 0.216
H -0.098 1.622 -0.402 0.220
H -2.786 0.248 0.670 0.210
H -1.344 0.316 1.714 0.221
H -1.716 -1.829 -0.369 0.212
```

* molecular weight: 98.14 g mol⁻¹
* lowest unoccupied orbital energy: 1.11 eV
* ΔE to the lowest compared entry with this formula, charge and spin: 245.0 kJ/mol

---

E_tot across the listed records, respectively: -309.62617 -309.77684 -309.74904 a.u..
E_HOMO across the listed records, respectively: -8.29 -9.39 -9.23 eV.
Orbital gap across the listed records, respectively: 8.863 10.517 10.343 eV.